Entry from the Open Molecules 2025 dataset: a molecular structure, C35H32KN3P2S2Se (the ωB97M-V functional and the def2-TZVPD basis).

As for the largest force on an atom: 1.2 eV Å⁻¹. Its molecular weight is 738.802 g mol⁻¹. As for the net charge: -2. The electronic energy comes out at -163207.7738 eV. Its energy relative to the best compared isomer or geometry (same formula, charge and spin) is 25.4 kJ/mol. Its spin multiplicity is 1. The orbital gap comes out at 6.03 eV.

Each line ends with the natural charge from an NBO analysis.
Positions of all 76 atoms, in Å:
K -0.25244 -0.83339 -0.43726  0.924
S 0.74620 3.10704 -0.13056  -0.802
P -1.24814 2.75765 0.04320  1.425
C -1.71480 1.18912 0.38470  -1.627
P -3.20194 0.46576 0.10388  1.374
S -3.16004 -1.56054 0.03225  -0.787
C -4.09339 0.92910 -1.45897  -0.362
C -5.35608 1.50916 -1.50594  -0.166
C -5.98519 1.76807 -2.72021  -0.246
C -5.34519 1.47544 -3.91265  -0.232
C -4.06905 0.92098 -3.88189  -0.206
C -3.46090 0.64484 -2.67018  -0.185
C -4.50570 0.83150 1.37509  -0.268
C -4.19620 1.67040 2.43411  -0.224
C -5.11573 1.91666 3.45070  -0.228
C -6.36154 1.31304 3.41752  -0.234
C -6.67854 0.45260 2.36846  -0.228
C -5.75569 0.20862 1.36471  -0.225
C -1.67929 3.95908 1.40466  -0.345
C -2.30676 5.19157 1.27675  -0.163
C -2.56433 5.99103 2.38965  -0.244
C -2.17826 5.57756 3.65268  -0.241
C -1.51861 4.35845 3.79334  -0.218
C -1.27442 3.56663 2.68617  -0.208
C -2.00119 3.53320 -1.45952  -0.390
C -3.33648 3.92939 -1.48910  -0.209
C -3.90377 4.46260 -2.63922  -0.216
C -3.14440 4.59108 -3.79279  -0.225
C -1.81847 4.17706 -3.78607  -0.250
C -1.25418 3.65894 -2.62867  -0.128
H -5.86193 1.77479 -0.58665  0.209
H -6.97416 2.21278 -2.72748  0.195
H -5.82910 1.68235 -4.86005  0.195
H -3.55078 0.69631 -4.80627  0.203
H -2.47775 0.18926 -2.65765  0.218
H -3.21618 2.12268 2.45660  0.246
H -4.84835 2.57929 4.26589  0.202
H -7.08140 1.49745 4.20692  0.193
H -7.64425 -0.03944 2.34350  0.195
H -5.99091 -0.49182 0.57160  0.231
H -2.58639 5.55807 0.29778  0.208
H -3.06536 6.94364 2.25942  0.195
H -2.38347 6.19557 4.51898  0.194
H -1.19513 4.02646 4.77326  0.198
H -0.77104 2.61204 2.79636  0.240
H -3.95321 3.79797 -0.60686  0.219
H -4.94737 4.75422 -2.63953  0.202
H -3.58734 4.99828 -4.69428  0.195
H -1.22008 4.25841 -4.68603  0.198
H -0.21386 3.35862 -2.60871  0.233
Se 1.32054 -4.34974 -2.52891  -0.490
C 1.94672 -5.63626 -1.30204  -0.132
C 3.27763 -6.08939 -1.28646  -0.324
C 3.69306 -7.03389 -0.36672  0.013
N 2.91108 -7.58961 0.56456  -0.499
C 1.64486 -7.15451 0.56070  0.015
C 1.13180 -6.21634 -0.31414  -0.315
H 3.98040 -5.68812 -2.00662  0.211
H 4.72802 -7.36864 -0.37580  0.163
H 0.99471 -7.58895 1.31604  0.168
H 0.09342 -5.91836 -0.24166  0.218
C 4.76084 2.26783 0.40006  -0.638
C 4.17994 0.89738 0.28771  0.151
C 4.75520 -0.35767 0.29106  -0.371
C 3.68053 -1.26364 0.15651  0.152
N 2.53084 -0.60302 0.07717  -0.333
N 2.86138 0.70080 0.16020  -0.355
C 3.72847 -2.75617 0.12648  -0.656
H 5.84868 2.20874 0.41388  0.208
H 4.42979 2.76655 1.31254  0.223
H 4.45889 2.89699 -0.43857  0.227
H 5.80412 -0.59346 0.37076  0.205
H 2.11600 1.40603 0.13029  0.442
H 4.75363 -3.09848 -0.02095  0.201
H 3.11087 -3.15890 -0.67872  0.268
H 3.36595 -3.18004 1.06540  0.217

Entry from the Open Molecules 2025 dataset: a molecular structure, C24H42Cl3N4O3SSiTi (the ωB97M-V functional and the def2-TZVPD basis).

As for the largest force on an atom: 4.0 eV Å⁻¹. Its molecular weight is 649.004 g mol⁻¹. Its expectation value of S² is 2.006. As for the net charge: -1. The electronic energy comes out at -117072.1204 eV. Its energy relative to the best compared isomer or geometry (same formula, charge and spin) is 314.2 kJ/mol. Its spin multiplicity is 3. The orbital gap (alpha / beta) comes out at 4.22 / 6.37 eV.

Each line ends with the Mulliken spin population.
Positions of all 79 atoms, in Å:
C 4.68730 6.02019 1.32207  -0.007
C 6.04152 5.49349 1.67023  0.000
H 4.02943 6.14883 2.18969  0.002
H 4.18053 5.32056 0.65646  0.014
H 4.75880 7.00897 0.84223  -0.001
C 6.87454 6.13340 2.50570  0.000
C 6.51987 7.36573 3.27714  0.000
H 7.92072 5.83577 2.58796  0.000
H 5.66387 7.26010 3.95182  0.000
H 6.33320 8.24262 2.64653  0.000
H 7.36890 7.64128 3.90227  0.000
Ti 2.78604 1.61873 0.12567  1.799
Cl 1.09970 2.61113 -0.94085  0.024
Cl 4.34727 2.19102 -1.40348  0.013
C 3.81880 -0.85793 -1.05477  0.049
O 3.20684 -0.26795 -0.09217  -0.006
N 4.20950 -2.11625 -0.89703  0.024
C 3.84718 -2.84067 0.32896  0.000
C 5.11728 -2.71799 -1.85357  0.001
H 4.03853 -0.34855 -1.99700  0.006
H 2.75397 -2.84681 0.44656  0.000
H 4.31753 -2.36767 1.20564  0.003
H 4.23533 -3.85051 0.20886  0.000
H 4.75747 -2.54775 -2.87043  0.001
H 5.17871 -3.78790 -1.63611  -0.001
H 6.11819 -2.27373 -1.76676  0.000
H -2.26361 2.10399 3.08969  -0.001
H 1.34133 2.90547 3.84659  0.002
C -1.60511 1.53907 3.76950  0.000
C 0.77216 2.07731 4.27631  -0.001
N -0.19540 1.52760 3.32377  0.028
H -2.01901 0.52790 3.87487  0.002
C 0.20822 1.17743 2.09336  0.025
O 1.40467 1.36004 1.67919  -0.017
H 1.47907 1.29804 4.59258  0.002
H -0.53415 0.69014 1.43395  0.051
H -1.64422 2.01527 4.76641  0.000
H 0.20879 2.41989 5.15128  0.000
O 5.35324 3.18614 1.08267  -0.122
C 6.38042 4.16927 0.93279  0.015
C 8.49523 3.55041 2.30315  0.002
C 7.80731 3.60725 1.07978  -0.001
H 8.00212 3.92210 3.21194  0.000
C 9.79658 3.00670 2.36996  -0.001
H 6.31167 4.50071 -0.12614  0.001
C 8.43061 3.06852 -0.06565  0.002
H 10.32063 2.98414 3.33004  0.000
C 10.41498 2.50314 1.23262  0.001
C 9.71523 2.51899 0.01092  -0.001
H 7.87717 3.10410 -1.01238  0.000
H 11.40539 2.05878 1.29042  0.000
H 10.18547 2.10245 -0.88506  0.000
Si 5.11286 1.92068 2.42304  0.065
Cl 4.31623 3.60076 3.59479  -0.009
C 6.45493 1.68467 3.69701  -0.001
C 6.09070 0.61640 1.13339  -0.010
C 3.96332 0.55819 3.13471  0.049
H 7.45573 1.57147 3.28843  0.000
H 6.15938 0.80656 4.28085  -0.001
H 6.41311 2.57173 4.34010  0.001
H 3.66426 0.89091 4.13590  0.008
H 4.50424 -0.38547 3.31702  0.004
H 3.04339 0.30097 2.60662  -0.024
H 7.16228 0.67514 1.39305  -0.002
H 6.01968 0.84917 0.05530  0.005
H 5.74401 -0.42180 1.29875  0.003
C -3.27298 -0.98336 0.71728  -0.001
N -2.79310 -1.25459 -0.63194  0.000
C -3.49529 -0.99831 -1.79184  0.001
C -2.67045 -1.30353 -2.83098  0.000
N -1.46967 -1.71265 -2.27707  0.000
C -1.48543 -1.62173 -0.89597  0.001
S -0.23445 -1.75418 0.19406  0.000
H -2.82990 -1.71489 1.40152  0.000
H -2.98733 0.02978 1.03121  0.002
H -4.36129 -1.07859 0.71831  0.000
H -4.50394 -0.64779 -1.75606  0.000
H -2.83923 -1.25518 -3.89305  0.000
H -0.63661 -1.95601 -2.79472  0.000

Entry from the Open Molecules 2025 dataset: 5 unconnected molecules or ions with the total composition C3H15NO4 (the ωB97M-V functional and the def2-TZVPD basis).

As for the largest force on an atom: 2.4 eV Å⁻¹. Its molecular weight is 129.156 g mol⁻¹. As for the net charge: 0. The electronic energy comes out at -13031.7928 eV. Its energy relative to the best compared isomer or geometry (same formula, charge and spin) is 313.1 kJ/mol. Its spin multiplicity is 1. The orbital gap comes out at 8.59 eV.

Each line ends with the natural charge from an NBO analysis.
Positions of all 23 atoms, in Å:
C -2.13583 1.07378 -0.32287  -0.640
C -1.29677 -0.08171 -0.83321  -0.321
C -0.63523 -0.21443 -1.97255  -0.004
N 0.09600 -1.38392 -2.23152  -0.837
H -1.92057 2.00555 -0.84157  0.207
H -3.13190 0.78618 -0.66676  0.215
H -2.26593 1.21819 0.75917  0.225
H -1.26726 -0.89837 -0.11645  0.213
H -0.46216 0.56037 -2.71148  0.194
H 0.98056 -1.26231 -2.70851  0.363
H 0.30119 -1.97067 -1.42314  0.380
O -0.46482 -3.04337 -0.04659  -1.100
H -0.36249 -2.55545 0.76714  0.574
H -0.25328 -3.47491 -0.84286  0.542
O 2.39562 2.89186 1.81109  -0.920
H 2.51096 2.30993 2.56318  0.499
H 1.57872 3.38748 1.86590  0.489
O 0.98277 -1.13648 1.99508  -1.015
H 1.70812 -1.58208 1.55097  0.466
H 0.80168 -0.23377 1.58040  0.500
O 0.91141 1.11158 0.76635  -1.095
H 1.45700 1.91815 0.97373  0.529
H 0.47221 0.57443 0.08449  0.536